Molecular formula: C23H49F2O26PS2V2
Method: DFT, ωB97M-V with the def2-TZVPD basis set

Properties
- Molar mass: 976.61 g/mol
- Expectation value of S²: 2.105
- DFT total energy: -165638.2706 eV
- LUMO energy (alpha / beta): -8.660 / -8.185 eV
- 2S+1: 3
- Total charge: +2

Structure (XYZ):
```
105
C23H49F2O26PS2V2, DFT ωB97M-V with the def2-TZVPD basis set
O 0.828 -3.837 -3.880
V -0.533 -3.094 -4.054
O -4.264 0.950 -1.822
V -3.155 1.447 -2.820
O -4.035 -1.865 -5.391
C -3.058 -1.254 -4.746
O -1.894 -1.747 -4.819
O -3.308 -0.209 -4.091
H -4.828 -1.317 -5.233
O -0.104 -1.867 -2.426
P -0.538 -0.705 -1.608
O -1.656 0.185 -1.947
F 0.698 0.183 -1.521
F -0.728 -1.187 -0.200
C -2.315 -2.432 4.768
C -0.862 -2.030 4.734
C -0.965 -0.659 4.080
O -2.175 -0.109 4.599
C -3.001 -1.132 5.165
H -2.592 -3.294 5.376
H -2.678 -2.725 3.771
H -0.224 -2.686 4.133
H -0.397 -1.963 5.717
H -1.034 -0.720 2.982
H -0.173 0.046 4.332
H -4.023 -1.087 4.784
H -3.035 -0.949 6.242
O -0.075 -7.624 1.617
S -0.179 -6.239 1.874
O 0.403 -5.676 3.044
O 0.466 -5.496 0.603
C 0.569 -4.091 0.685
C 1.710 -3.602 -0.197
C -1.879 -5.759 1.717
H 0.738 -3.724 1.700
H -0.353 -3.577 0.370
H 2.607 -4.210 -0.123
H 1.953 -2.583 0.113
H 1.441 -3.515 -1.254
H -2.445 -6.502 2.268
H -2.140 -5.673 0.671
H -1.972 -4.794 2.216
O -2.347 2.622 -1.121
S -1.602 3.618 -0.370
O -2.063 4.947 -0.352
O -1.504 3.041 1.053
C -0.754 3.834 2.035
C -1.390 3.552 3.363
C 0.089 3.556 -0.889
H -0.831 4.894 1.799
H 0.290 3.520 2.025
H -2.447 3.807 3.415
H -0.921 4.131 4.167
H -1.262 2.519 3.696
H 0.147 4.023 -1.873
H 0.336 2.500 -0.963
H 0.717 4.113 -0.203
C -3.653 0.237 1.588
O -4.748 0.808 2.280
C -5.086 2.041 1.949
O -4.523 2.781 1.190
O -6.192 2.317 2.584
C -6.633 3.666 2.489
H -3.537 -0.780 1.958
H -2.693 0.696 1.825
H -3.833 0.266 0.513
H -7.613 3.707 2.955
H -6.680 3.998 1.457
H -5.992 4.319 3.083
C 0.093 -0.059 -7.058
O 1.454 -0.187 -6.673
C 1.706 -0.915 -5.638
O 0.871 -1.481 -4.950
O 2.976 -0.943 -5.409
C 3.379 -1.263 -4.068
H 0.097 0.670 -7.859
H -0.543 0.257 -6.231
H -0.322 -0.996 -7.432
H 3.098 -2.241 -3.681
H 3.006 -0.525 -3.347
H 4.460 -1.166 -4.022
C 2.838 0.788 0.251
O 3.728 0.813 1.342
C 4.287 -0.344 1.653
O 4.103 -1.361 1.065
O 5.090 -0.166 2.666
C 5.563 -1.348 3.322
H 2.280 1.712 0.116
H 2.102 -0.008 0.390
H 3.364 0.585 -0.683
H 4.785 -2.111 3.378
H 5.825 -1.072 4.335
H 6.387 -1.790 2.767
C 2.670 2.696 -3.382
O 3.351 3.789 -2.795
C 4.427 3.454 -2.068
O 4.725 2.341 -1.737
O 5.045 4.558 -1.752
C 6.188 4.397 -0.931
H 1.732 3.086 -3.767
H 2.403 1.951 -2.618
H 3.271 2.179 -4.127
H 6.486 5.388 -0.612
H 7.019 3.930 -1.461
H 5.986 3.772 -0.061
```